1.
Formula: C26H21Br2N3O4STl
Source: the OMol25 dataset
Level of theory: ωB97M-V with the def2-TZVPD basis set

Output
- Kohn-Sham gap (Ha) = 0.2838
- DFT total energy (eV) = -195579.173
- charge = -1
- energy above the lowest of the compared OMol25 structures with the same formula, charge and spin (kJ/mol) = 59.0
- lowest unoccupied orbital energy (eV) = 2.056
- highest occupied orbital energy (eV) = -5.668
- 2S+1 = 1

Positions of all 58 atoms, in Å:
C (1.80216, -3.18426, 5.89461)
H (-3.07353, 1.93789, -0.70657)
C (-0.89018, -3.50079, 5.89514)
H (-2.28967, -1.62267, -1.38652)
H (2.58486, 1.71030, -0.57470)
C (0.59383, 0.62138, -3.08437)
O (0.26846, -0.68634, 2.93553)
H (0.98085, -0.14972, 5.57543)
H (-2.73777, -0.12976, -2.20494)
C (1.51339, 2.71647, 2.99388)
H (0.04475, 1.90081, -9.43988)
C (0.84384, 0.32387, -5.45441)
N (-2.44426, -0.56924, 1.09538)
H (2.40804, 4.62774, 2.55425)
H (0.89701, -2.65827, -3.84962)
H (-2.15739, 0.30843, 3.03469)
H (0.45635, 1.26786, -2.22714)
H (-1.96184, -3.66512, 5.89233)
C (0.54793, -1.30744, -1.56260)
C (2.26851, 1.99097, 0.42085)
C (0.49908, 0.44487, 3.41071)
C (-0.90745, 1.71072, -8.94814)
O (1.57950, -0.83985, 5.98131)
H (0.62733, 2.23108, -4.49866)
H (-1.49760, 1.01342, -9.54193)
C (-2.67554, 1.64340, 1.37192)
H (-1.46671, 2.64253, -8.86428)
C (1.16028, -4.40829, 5.88043)
Tl (-0.63783, -2.66724, 1.64077)
C (-0.73581, 1.13326, -7.56165)
H (1.36531, 0.09466, 0.86584)
C (2.54397, 3.25494, 0.91289)
H (1.04526, -1.70035, -6.12736)
Br (2.24838, -5.98601, 5.85359)
C (0.33359, -1.74960, -0.44172)
H (-1.03732, -1.35605, 5.88068)
C (0.92091, -1.05190, -5.26931)
N (-2.88887, 1.30556, 0.05087)
C (-2.95765, -0.76674, -1.34698)
Br (3.45577, 4.50578, -0.19956)
H (-3.99116, -1.11091, -1.42700)
C (0.67046, -0.76308, -2.87779)
C (1.21726, 1.44425, 2.52035)
C (-2.74400, -0.03847, -0.06713)
S (0.97546, 1.00879, -7.07902)
H (1.21334, 2.97138, 4.00163)
C (2.17637, 3.63518, 2.19241)
C (1.00143, -2.04537, 5.91227)
O (0.15727, 0.84551, 4.55361)
O (-1.65997, 0.80486, -6.86986)
C (1.59546, 1.08721, 1.23169)
C (-0.38638, -2.21887, 5.90732)
N (-0.13586, -4.60883, 5.89503)
C (0.68407, 1.15944, -4.35488)
C (-2.41267, 0.46963, 2.00111)
H (-2.70613, 2.65934, 1.72234)
H (2.87791, -3.09806, 5.88402)
C (0.83722, -1.58825, -3.99686)



2.
Formula: C4H7NO
Source: the OMol25 dataset
Level of theory: ωB97M-V with the def2-TZVPD basis set

Output
- Kohn-Sham gap (Ha) = 0.3386
- SMILES = C1OC[C@H]2N[C@@H]12
- DFT total energy (eV) = -7794.178
- energy above the lowest of the compared OMol25 structures with the same formula, charge and spin (kJ/mol) = 527.4
- lowest unoccupied orbital energy (eV) = 1.112
- highest occupied orbital energy (eV) = -8.101
- 2S+1 = 1

Positions of all 13 atoms, in Å:
O (-0.06170, -1.52364, 0.34508)
H (1.91262, -1.08088, 0.82351)
H (-1.41522, 1.52593, -0.09388)
C (0.65627, 0.83137, 0.53993)
N (0.37187, 0.72686, -0.91893)
C (1.13768, -0.85467, 0.12556)
H (0.89788, 1.86981, 0.91405)
H (-1.80589, -1.01599, -0.66526)
C (-1.21604, -0.70605, 0.20452)
H (1.48920, -1.15549, -0.91049)
H (-1.81784, -0.82815, 1.11543)
H (0.56665, 1.50475, -1.50137)
C (-0.71548, 0.70613, 0.02185)



3.
Formula: C15H25N2O6
Source: the OMol25 dataset
Level of theory: ωB97M-V with the def2-TZVPD basis set

Output
- Kohn-Sham gap (Ha) = 0.1452
- DFT total energy (eV) = -31224.579
- charge = -1
- lowest unoccupied orbital energy (eV) = 0.991
- highest occupied orbital energy (eV) = -2.960
- 2S+1 = 1

Positions of all 48 atoms, in Å:
H (1.58871, -3.36705, 6.69471)
H (1.10588, -0.67738, 5.18788)
N (4.85342, 0.84506, 2.68186)
C (6.45070, 4.43838, 0.02200)
C (2.94491, -3.49593, 4.29375)
C (6.64379, 4.60142, 2.51396)
H (3.31368, -3.09441, 6.97912)
N (4.91409, 0.16269, 3.68983)
O (3.43858, -1.27600, 2.81503)
C (2.40070, -2.64953, 6.58732)
C (2.10881, 1.02294, -1.71852)
H (2.17465, -1.77490, 7.19309)
C (5.80601, 1.84296, 2.52249)
C (0.32610, 2.01732, -0.26296)
H (6.81247, 4.05885, 3.44345)
O (-0.47910, 1.25377, 1.77885)
H (2.05029, 0.08986, -2.27630)
H (8.29877, 2.40183, 2.11912)
H (5.47553, 4.91909, 0.06699)
H (3.89804, -3.90878, 4.62026)
H (6.45044, 3.76931, -0.83650)
H (3.13955, 1.16734, -1.39820)
O (6.68704, 1.95391, 3.34330)
H (8.09572, 2.26422, 0.37933)
H (-1.52201, 3.82388, 0.12049)
C (2.59593, -2.24791, 5.11958)
H (3.03779, -3.24693, 3.23722)
O (3.69113, -1.30133, 5.07106)
H (2.18246, -4.26789, 4.40192)
C (3.97154, -0.85070, 3.81286)
H (7.38389, 5.39546, 2.43453)
C (-1.47332, 3.20678, 1.01467)
H (-1.19682, 3.84155, 1.85432)
C (1.21052, 0.94592, -0.52875)
C (8.08687, 2.96568, 1.21184)
H (0.46536, -2.22522, 4.63264)
C (1.32621, -1.56185, 4.59281)
H (-2.46870, 2.81020, 1.20297)
H (5.65743, 5.05843, 2.57316)
O (1.27450, -0.05395, 0.16567)
H (1.46631, -1.23620, 3.56074)
H (0.27145, 2.82101, -0.97421)
O (5.68358, 2.64427, 1.42199)
C (6.71790, 3.65162, 1.31016)
H (1.84352, 1.83586, -2.39184)
H (7.20934, 5.20353, -0.13304)
C (-0.50434, 2.07824, 0.88146)
H (8.88417, 3.69013, 1.05948)



4.
Formula: C5H6O2
Source: the OMol25 dataset
Level of theory: ωB97M-V with the def2-TZVPD basis set

Output
- Kohn-Sham gap (Ha) = 0.3821
- SMILES = O=CCC#CCO
- DFT total energy (eV) = -9373.430
- energy above the lowest of the compared OMol25 structures with the same formula, charge and spin (kJ/mol) = 353.7
- lowest unoccupied orbital energy (eV) = 0.620
- highest occupied orbital energy (eV) = -9.778
- 2S+1 = 1

Positions of all 13 atoms, in Å:
H (-0.14355, -1.66162, 2.50475)
O (-0.10349, 0.64455, -3.00343)
O (-1.00414, -1.45020, 0.61255)
C (-0.02496, 0.97215, -1.84773)
H (1.78980, 1.39614, -0.80739)
H (-1.44997, -0.50015, 2.35131)
C (1.12908, 0.53993, -0.94842)
H (1.68760, -0.27077, -1.43319)
C (-0.56658, -0.89736, 1.84870)
C (0.46317, 0.15433, 1.59496)
H (-0.31690, -2.05601, 0.29275)
C (0.80869, 0.33956, 0.43833)
H (-0.75925, 1.65330, -1.37917)



5.
Formula: C24H28As2ClInNO12
Source: the OMol25 dataset
Level of theory: ωB97M-V with the def2-TZVPD basis set

Output
- Kohn-Sham gap (Ha) = 0.2529
- DFT total energy (eV) = -190768.299
- charge = +1
- energy above the lowest of the compared OMol25 structures with the same formula, charge and spin (kJ/mol) = 43.1
- lowest unoccupied orbital energy (eV) = -4.628
- highest occupied orbital energy (eV) = -11.509
- 2S+1 = 1

Positions of all 69 atoms, in Å:
C (0.48338, 3.30681, -2.12550)
H (-3.82152, 2.90821, 2.17860)
H (-0.54972, -7.84849, -0.87340)
O (-0.17712, -3.22019, -2.13930)
In (-0.29112, -1.15939, -1.23880)
O (1.05648, 2.74591, 3.35940)
O (-0.83132, 6.07471, -0.28180)
H (-3.90562, -4.27359, -1.50000)
H (-2.95002, 0.73801, 3.21160)
H (0.15428, -5.59249, -1.60550)
C (-2.62712, -0.21549, 2.78320)
O (-2.54132, -0.13749, 1.36490)
C (-0.86312, 1.58081, 1.65430)
H (3.30158, -1.59359, 0.49530)
C (2.86528, -2.44199, -0.04180)
O (-1.56602, 0.72221, -0.39840)
H (-3.63032, 4.29591, 1.11650)
H (1.05188, 1.50141, -4.73970)
H (0.53068, 7.29771, 0.54920)
C (-1.27712, -7.06489, -1.01100)
O (0.42098, 4.42681, -2.55160)
C (-0.58822, 3.67051, 0.01540)
C (0.88728, -1.88049, 1.20800)
C (2.96638, 1.54161, -0.57120)
H (-1.66412, -0.50539, 3.20900)
H (1.76818, 3.12511, -4.45180)
C (0.91478, 2.46961, -4.26440)
C (-1.83362, -4.78989, -1.55910)
C (-1.37182, -3.39769, -1.79670)
O (0.78658, 2.22601, -2.86100)
C (-2.62182, -7.31839, -0.76780)
H (0.00828, 2.95211, -4.63510)
H (3.56278, 0.81881, -0.01650)
O (-2.29392, 4.69651, -1.20400)
O (2.62108, 1.53141, 2.28530)
H (-3.39412, 2.67831, 0.45630)
C (0.44058, 6.23691, 0.32380)
H (1.22578, 5.94191, -0.37710)
H (3.52038, 0.86711, 4.00770)
As (1.03718, 1.14981, -0.31230)
C (-0.88672, -5.80429, -1.41330)
H (-4.62102, -6.55019, -0.80310)
H (2.01018, -2.75729, -1.86370)
H (2.91238, -1.38449, -1.79710)
Cl (-3.10592, -8.87489, -0.23500)
H (4.56068, 1.73651, 2.84810)
C (-1.28072, 4.87041, -0.58670)
C (1.40268, 1.99531, 2.48090)
As (-1.35862, 3.45551, 1.86790)
C (0.46858, 1.43941, 1.47040)
C (-3.57802, -6.32699, -0.96470)
H (2.26188, -3.46449, 1.76390)
O (1.32418, -0.91979, 1.83320)
C (-3.24732, 3.29961, 1.33700)
C (1.80098, -3.04889, 0.86970)
H (3.18268, 1.46221, -1.63960)
O (-2.13762, -2.44309, -1.56420)
C (-1.70652, 0.69361, 0.82030)
C (0.22698, 2.91311, -0.72130)
H (-3.36422, -0.98789, 2.99130)
H (3.38958, 2.63901, 3.86820)
H (3.19678, 2.55101, -0.22510)
C (3.58288, 1.71481, 3.32330)
H (0.52508, 5.66871, 1.26030)
H (3.64298, -3.18569, -0.25160)
N (2.25198, -1.96049, -1.27940)
O (-0.29072, -1.92329, 0.71630)
H (1.21668, -3.80999, 0.35280)
C (-3.18422, -5.06199, -1.35360)



6.
Formula: C4H8O
Source: the OMol25 dataset
Level of theory: ωB97M-V with the def2-TZVPD basis set

Output
- Kohn-Sham gap (Ha) = 0.3866
- SMILES = CCC(C)=O
- DFT total energy (eV) = -6325.109
- energy above the lowest of the compared OMol25 structures with the same formula, charge and spin (kJ/mol) = 5.7
- lowest unoccupied orbital energy (eV) = 0.954
- highest occupied orbital energy (eV) = -9.567
- 2S+1 = 1

Positions of all 13 atoms, in Å:
H (-2.45839, -0.45486, -0.10346)
H (-0.52590, -0.70778, 1.51582)
C (-0.39386, -0.87163, 0.42432)
C (1.00748, -0.46877, 0.02065)
H (0.93898, 1.45233, -0.91665)
O (1.82329, -1.29817, -0.33686)
H (-0.46304, -1.95537, 0.28881)
C (-1.46784, -0.12072, -0.37875)
H (0.69218, 1.51403, 0.83720)
H (2.34000, 1.18485, 0.14986)
H (-1.40981, 0.94686, -0.09809)
C (1.27508, 1.03023, 0.03719)
H (-1.35817, -0.25100, -1.44004)



7.
Formula: CHFNO5P
Source: the OMol25 dataset
Level of theory: ωB97M-V with the def2-TZVPD basis set

Output
- Kohn-Sham gap (Ha) = 0.2429
- DFT total energy (eV) = -24784.472
- charge = -2
- energy above the lowest of the compared OMol25 structures with the same formula, charge and spin (kJ/mol) = 168.3
- lowest unoccupied orbital energy (eV) = 7.081
- highest occupied orbital energy (eV) = 0.471
- 2S+1 = 1

Positions of all 10 atoms, in Å:
O (2.58452, -1.66627, 0.06105)
O (-0.70731, -2.37153, 0.07496)
O (-0.09334, -0.71096, -1.70579)
H (-0.84146, -0.22376, 0.66753)
C (1.72083, -0.77390, 0.28807)
F (1.51282, -0.35263, 1.66846)
N (1.69166, 0.46723, -0.42509)
O (2.42705, 0.65571, -1.41244)
P (-0.15558, -1.03116, -0.24504)
O (1.00904, 1.37038, 0.04223)



8.
Formula: C7H10
Source: the OMol25 dataset
Level of theory: ωB97M-V with the def2-TZVPD basis set

Output
- Kohn-Sham gap (Ha) = 0.3341
- SMILES = C[C@@H]1[C@@H]2C=CC[C@H]12
- DFT total energy (eV) = -7417.989
- energy above the lowest of the compared OMol25 structures with the same formula, charge and spin (kJ/mol) = 293.9
- lowest unoccupied orbital energy (eV) = 1.089
- highest occupied orbital energy (eV) = -8.002
- 2S+1 = 1

Positions of all 17 atoms, in Å:
C (1.45067, 0.20935, -1.09318)
C (0.89826, 0.34441, 1.19942)
C (0.17641, -0.89192, 0.70282)
H (-2.70802, -0.33154, 0.71029)
H (-1.53386, 0.90726, 1.18081)
H (2.42142, -0.27827, -1.26920)
H (0.98700, 0.65259, 2.24300)
H (-1.62431, -1.07446, -1.11351)
C (0.40731, -0.79845, -0.75435)
H (1.15207, 0.74704, -1.99725)
H (0.07969, -1.75492, 1.36109)
C (-1.99982, 0.42230, 0.32219)
C (1.49951, 1.00149, 0.19102)
H (0.37947, -1.75243, -1.26887)
C (-1.01715, -0.46466, -0.41691)
H (2.04000, 1.94168, 0.26322)
H (-2.60865, 1.12054, -0.26060)